[1]
This record from the OMol25 dataset describes 3 unconnected molecules or ions with the total composition C4H12O3 at a distorted geometry. The level of theory is ωB97M-V/def2-TZVPD.

F_max: 1.24 eV/A
SMILES: C/C=C(/C)O.O.O
M: 108.14 Da
Charge: 0
Multiplicity: 1
Energy above the lowest of the compared OMol25 structures with the same formula, charge and spin: 87.84 kJ/mol

Last columns: bonded neighbours and bond lengths (Å).
Atoms and positions in Å:
1 H 3.01901 -1.99535 -1.51606  C10 1.094
2 H 4.66496 -1.87712 -0.77481  C10 1.081
3 H -4.27903 1.02754 -0.40864  O17 0.971
4 H -4.75234 0.55246 -1.71937  O17 0.966
5 H 0.78988 1.37614 1.40873  C19 1.093
6 C 2.23427 0.17506 0.29640  C15 1.324, O16 1.370, C19 1.511
7 H 2.29596 0.94387 2.27833  C19 1.089
8 H 3.93726 -0.52693 -1.69335  C10 1.085
9 H 3.29211 -1.38461 1.13752  C15 1.075
10 C 3.75050 -1.35409 -1.01648  H1 1.094, H2 1.081, H8 1.085, C15 1.510
11 H 0.98595 -0.23904 1.97615  C19 1.085
12 H -6.54689 -0.37985 -0.19108  O14 0.966
13 H 1.53554 1.60598 -0.80494  O16 0.963
14 O -6.24579 0.21395 0.50940  H12 0.966, H18 0.974
15 C 3.08943 -0.83355 0.23710  C6 1.324, H9 1.075, C10 1.510
16 O 1.75862 0.67325 -0.88780  C6 1.370, H13 0.963
17 O -3.97722 0.97796 -1.32985  H3 0.971, H4 0.966
18 H -7.09425 0.44418 0.92779  O14 0.974
19 C 1.54202 0.60014 1.57098  H5 1.093, C6 1.511, H7 1.089, H11 1.085

Results of the natural (NBO) charge analysis, in e, for atoms 1 through 2:
1 H 0.21
2 H 0.21


[2]
This record from the OMol25 dataset describes a single C2H3F2N molecule at a distorted geometry. The level of theory is ωB97M-V/def2-TZVPD.

F_max: 2.42 eV/A
SMILES: F/C=C/NF
M: 79.05 Da
Charge: 0
Multiplicity: 1
Energy above the lowest of the compared OMol25 structures with the same formula, charge and spin: 221.36 kJ/mol

Last columns: bonded neighbours and bond lengths (Å).
Atoms and positions in Å:
1 F -1.72049 1.12122 -0.77421  N4 1.380
2 F 1.35070 -0.75323 1.65269  C8 1.337
3 C 0.15216 0.25917 0.08737  N4 1.445, H6 1.118, C8 1.321
4 N -0.70407 0.23817 -1.07637  F1 1.380, C3 1.445, H5 1.053
5 H -0.14665 0.72488 -1.82536  N4 1.053
6 H 0.46364 1.21899 0.56858  C3 1.118
7 H 0.20551 -1.93608 0.64598  C8 1.083
8 C 0.39920 -0.87311 0.72133  F2 1.337, C3 1.321, H7 1.083

Results of the natural (NBO) charge analysis, in e, for atoms 1 through 2:
1 F -0.26
2 F -0.34